(1)
119
Properties=species:S:1:pos:R:3:forces:R:3:lowdin_charge:R:1 method="wB97M-V/def2-TZVPD" charge=-2 gap_ev=5.8
Sr -0.5958 -0.3364 -0.4749 -0.218 1.779 1.110 1.245
C -2.1444 -0.2647 2.4253 0.121 -0.120 -0.392 -0.223
Si -2.7980 1.4017 1.8783 0.138 -0.007 0.324 0.311
C -2.3465 2.5766 3.2921 0.098 0.253 0.164 -0.184
C -4.6598 1.2257 1.8357 -0.351 0.029 -0.217 -0.165
N -2.0696 1.7938 0.3768 0.030 0.226 -0.591 -0.152
C -2.4827 2.8892 -0.3241 -0.063 -0.156 0.290 -0.350
C -3.3026 3.9267 0.2219 0.037 -0.087 0.038 -0.079
C -3.7342 5.0342 -0.4885 0.030 -0.100 -0.013 -0.132
C -3.3944 5.1875 -1.8266 0.032 -0.063 0.049 -0.130
C -2.6192 4.1931 -2.4170 0.038 -0.015 0.083 -0.046
C -2.1570 3.1070 -1.6927 -0.051 -0.088 -0.118 -0.205
O -1.4272 2.0878 -2.3465 0.513 0.426 0.021 -0.061
C -0.7145 2.4454 -3.4745 -0.418 -0.082 0.172 -0.296
C -0.9376 1.7083 -4.6246 -0.131 -0.152 -0.196 -0.013
C -0.2006 1.9745 -5.7734 -0.046 -0.097 0.015 -0.075
C 0.7466 2.9877 -5.7841 0.006 0.052 0.068 -0.100
C 0.9463 3.7433 -4.6326 -0.043 -0.041 0.036 -0.070
C 0.2134 3.4783 -3.4846 -0.024 -0.040 -0.087 -0.031
H -2.5564 -0.5218 3.4075 0.052 -0.024 -0.122 0.049
H -1.0460 -0.2744 2.5109 -0.223 -0.019 0.049 0.005
H -2.4748 -1.0552 1.7201 0.088 0.224 0.315 -0.018
H -2.6481 2.1463 4.2597 0.057 0.081 -0.202 0.024
H -2.8243 3.5634 3.2030 0.135 -0.201 0.078 0.014
H -1.2560 2.7329 3.3145 -0.243 -0.045 0.025 0.016
H -5.0431 0.9609 2.8315 0.058 0.038 -0.182 0.032
H -4.9368 0.4144 1.1427 0.048 0.167 0.200 0.023
H -5.1632 2.1457 1.5037 0.067 -0.243 0.094 0.020
H -3.6015 3.8330 1.2634 0.083 0.058 -0.223 0.068
H -4.3516 5.7790 0.0064 0.040 -0.065 -0.009 0.093
H -3.7415 6.0312 -2.4105 0.014 -0.034 0.020 0.082
H -2.3841 4.2644 -3.4697 0.047 -0.011 -0.071 0.111
H -1.6871 0.9203 -4.5993 0.100 0.089 -0.003 0.131
H -0.3708 1.3772 -6.6633 -0.001 0.057 0.069 0.107
H 1.3177 3.1967 -6.6817 -0.021 -0.025 0.070 0.096
H 1.6776 4.5434 -4.6286 -0.019 -0.011 0.008 0.103
H 0.3206 4.0732 -2.5898 -0.181 0.101 -0.133 0.087
Cl -5.2004 -3.3822 -5.9065 0.083 0.010 0.076 0.619
C -4.0099 -2.9540 -4.7213 0.119 -0.039 0.036 -0.718
C -4.2036 -1.8520 -3.8892 0.029 0.044 0.076 -0.697
Cl -5.6422 -0.9024 -4.0369 0.087 -0.059 0.023 0.660
C -3.2450 -1.5063 -2.9471 -0.081 -0.001 0.028 -0.614
Cl -3.4713 -0.1617 -1.8837 -0.074 -0.090 -0.187 0.740
C -2.0362 -2.2282 -2.7867 0.324 0.167 0.365 -0.505
O -1.1415 -1.8720 -1.9170 -1.097 -1.213 -1.723 -0.437
C -1.8705 -3.3358 -3.6493 0.036 -0.082 -0.122 -0.594
Cl -0.3922 -4.2213 -3.5068 -0.089 0.033 -0.017 0.709
C -2.8339 -3.6956 -4.5873 -0.001 0.110 0.093 -0.694
Cl -2.5724 -5.0684 -5.6125 0.004 0.094 0.070 0.637
F -5.4358 -5.5113 5.4820 -0.084 -0.186 0.414 0.094
C -5.1703 -4.9498 4.2978 0.002 0.027 -0.077 -0.173
C -4.2057 -5.4747 3.4727 0.050 0.063 -0.174 -0.166
F -3.5310 -6.5603 3.8703 0.199 -0.308 0.073 0.095
C -3.9478 -4.8935 2.2473 -0.214 0.169 0.009 -0.293
F -3.0262 -5.4951 1.4951 0.330 -0.138 -0.225 0.058
C -4.6096 -3.7537 1.7788 -0.029 -0.135 0.164 -0.594
Se -4.2129 -2.9398 0.1262 0.075 0.028 0.002 0.588
C -5.5903 -3.2694 2.6504 0.209 -0.096 -0.056 -0.276
F -6.3152 -2.1984 2.3243 -0.169 0.284 -0.091 0.060
C -5.8677 -3.8439 3.8743 -0.007 0.117 -0.132 -0.166
F -6.8178 -3.3335 4.6703 -0.244 0.157 0.172 0.092
C -0.2428 5.1285 1.0995 0.215 0.060 -0.087 -0.103
N 0.7560 4.7796 0.0962 -0.280 -0.071 0.292 -0.052
C 1.6534 3.7756 0.2370 0.061 0.095 -0.025 -0.862
S 1.9654 3.0714 1.7312 0.058 -0.041 -0.396 0.594
N 2.2818 3.4615 -0.9321 0.179 -0.367 0.332 -0.045
C 3.0940 2.2581 -1.1139 -0.080 0.288 -0.011 -0.080
H -1.1166 5.5262 0.5891 0.005 0.037 -0.039 0.072
H 0.1426 5.8659 1.8072 0.035 -0.022 -0.007 0.077
H -0.5393 4.2420 1.6517 -0.023 -0.092 -0.003 0.034
H 0.5894 5.1207 -0.8338 -0.066 0.059 -0.035 0.110
H 1.7796 3.7277 -1.7608 0.146 0.010 -0.013 0.067
H 3.7510 2.1407 -0.2674 0.243 -0.031 0.284 0.049
H 3.6919 2.3716 -2.0202 -0.057 0.020 0.041 0.089
H 2.4833 1.3624 -1.2023 0.014 0.122 0.043 0.051
N 7.4488 2.9269 2.0527 0.055 -0.223 0.098 0.080
C 6.8077 1.8043 1.5074 0.002 0.024 -0.009 -0.331
C 7.1687 1.3174 0.2531 0.022 0.032 -0.033 -0.047
C 6.5663 0.1747 -0.2598 -0.083 -0.037 0.005 -0.063
C 5.5967 -0.4831 0.4821 -0.039 0.234 0.058 -0.285
C 5.2242 0.0015 1.7351 -0.017 -0.079 -0.056 -0.049
C 5.8303 1.1312 2.2459 -0.060 0.114 0.017 -0.034
S 4.8122 -1.9475 -0.1240 -0.266 0.222 -0.496 0.532
O 4.8173 -2.8551 0.9857 -0.219 -0.245 0.298 -0.303
O 5.5645 -2.3473 -1.2948 -0.062 0.106 -0.380 -0.374
N 3.2993 -1.5264 -0.4330 -0.521 0.562 -1.158 -0.117
C 2.8463 -1.0487 -1.6334 0.068 -0.283 0.462 -0.653
S 3.7452 -1.0020 -3.1896 0.306 -0.246 0.781 1.003
C 2.3728 -0.3503 -3.9925 0.200 0.000 -0.374 -0.437
C 1.3602 -0.2304 -3.1290 -0.303 0.004 0.788 -0.295
N 1.5997 -0.5668 -1.8022 1.098 -0.573 -0.327 -0.122
H 7.8604 3.5476 1.3797 -0.017 0.101 -0.121 0.073
H 6.9095 3.4186 2.7452 -0.082 0.057 -0.014 0.078
H 7.9256 1.8399 -0.3274 -0.051 -0.053 0.061 0.102
H 6.8453 -0.2202 -1.2326 -0.048 0.058 0.141 0.108
H 4.4596 -0.5266 2.3007 0.161 0.118 -0.131 0.091
H 5.5269 1.5229 3.2140 0.047 -0.061 -0.092 0.110
H 2.3779 -0.1367 -5.0557 -0.041 -0.047 0.259 0.059
H 0.3705 0.1018 -3.3968 -0.016 -0.033 0.016 0.076
C -0.8469 -3.1849 2.4597 -0.208 0.004 -0.128 -0.275
P 0.4679 -2.5084 1.3672 0.228 -0.927 0.262 0.874
C 0.5226 -3.8395 0.1072 0.200 0.081 0.012 -0.271
C 1.9003 -2.9100 2.4362 0.076 0.318 0.203 -0.385
C 2.4089 -4.1984 2.5737 0.023 -0.014 0.080 -0.093
C 3.4033 -4.4700 3.5055 -0.050 0.041 -0.072 -0.092
C 3.9001 -3.4588 4.3166 -0.042 0.037 -0.080 -0.100
C 3.4071 -2.1677 4.1834 -0.040 -0.001 -0.050 -0.107
C 2.4201 -1.8953 3.2433 -0.079 -0.101 -0.019 -0.121
H -0.6231 -4.2184 2.7251 0.028 -0.035 0.008 0.048
H -1.8041 -3.1500 1.9248 0.129 -0.029 0.075 -0.006
H -0.9268 -2.5833 3.3648 0.001 -0.019 -0.005 0.038
H 0.4281 -4.8283 0.5580 0.017 0.007 -0.001 0.039
H 1.4595 -3.7609 -0.4514 -0.068 -0.007 0.040 0.045
H -0.3012 -3.6927 -0.5847 -0.110 0.009 -0.058 0.001
H 2.0323 -5.0030 1.9503 0.057 0.091 0.058 0.097
H 3.8004 -5.4758 3.5873 -0.020 0.041 0.001 0.098
H 4.6808 -3.6707 5.0373 -0.009 -0.005 -0.009 0.093
H 3.8007 -1.3675 4.8026 -0.027 -0.043 -0.036 0.099
H 2.0412 -0.8812 3.1291 0.052 -0.083 0.015 0.102

(2)
22
Properties=species:S:1:pos:R:3:forces:R:3:nbo_charge:R:1 method="wB97M-V/def2-TZVPD" charge=-1 gap_ev=6.3
C -1.6277 0.4107 -1.2741 1.806 -0.582 1.194 -0.380
C -2.2016 1.1411 -0.1149 -1.474 1.844 -0.894 -0.524
S -3.3925 0.1489 0.8203 0.003 -0.006 0.063 -0.701
C -0.8222 -0.8406 -0.8754 0.456 2.100 -4.276 -0.442
N 0.8970 -0.4640 -0.8466 -1.902 0.013 2.447 -0.416
C 2.6838 1.7671 0.5612 -1.192 0.789 0.970 -0.889
C 0.2179 -0.8566 0.3036 3.468 -0.380 0.856 -0.038
C 0.7632 -2.2095 0.9135 1.283 -1.804 -2.557 -0.656
H -0.9962 1.0704 -1.8388 0.326 0.252 -0.604 0.192
H -2.3885 -0.0280 -1.8550 -1.296 -0.035 -0.984 0.195
H -1.3928 1.4927 0.5192 0.129 0.293 0.130 0.176
H -2.6617 2.0810 -0.6612 0.491 -1.295 1.484 0.165
H -0.7435 -1.3888 -1.8477 0.942 -0.080 0.943 0.272
H -1.5586 -1.4046 -0.4699 -2.215 -2.439 2.371 0.325
H 1.9419 1.6252 -0.2948 1.695 -0.347 0.792 0.267
H 3.3428 0.9383 0.9202 -0.586 0.420 -1.086 0.212
H 3.2752 2.7221 0.4851 -0.576 -0.983 -0.096 0.196
H 1.9623 1.8947 1.4170 0.719 0.153 -0.534 0.211
H -0.2177 -0.2726 1.2507 0.509 -0.252 -2.450 0.212
H 1.7962 -2.5859 0.3917 -2.029 1.693 1.167 0.202
H 0.9564 -2.1515 1.9958 -0.605 -0.358 -0.355 0.208
H 0.1663 -3.0900 0.5002 0.049 1.004 1.418 0.216

Computed electronic energy (eV) in order:
-258661.5156; -18769.6764
Computed molar mass (g mol⁻¹) in order:
1352.01; 132.25
Computed relative energy (zero: lowest compared OMol25 entry of this formula, charge and spin) (kcal per mole) in order:
38.7; 127.0